No. 1
A cluster of 2 separate species, C4H12 in total, computed with ωB97M-V with the def2-TZVPD basis set.

```
16
Properties=species:S:1:pos:R:3:nbo_charge:R:1
C -0.241 1.685 0.830 -0.736
C -1.751 1.265 0.680 -0.682
H 0.331 0.976 1.152 0.204
H 0.164 2.324 0.081 0.196
H 0.104 2.319 1.764 0.154
H -1.932 0.190 0.715 0.212
H -2.099 1.719 -0.107 0.190
H -2.024 1.791 1.624 0.199
C 0.387 -1.330 -0.380 -0.979
C 1.431 -1.725 -1.343 -0.846
H 1.064 -0.854 0.408 0.177
H -0.405 -0.723 -0.934 0.174
H -0.278 -2.139 0.077 0.183
H 1.107 -2.438 -2.091 0.183
H 2.011 -0.896 -1.783 0.190
H 2.131 -2.166 -0.694 0.181
```

Calculated values
Expectation value of S²: 0.750
HOMO-LUMO gap (alpha / beta), eV: 2.861 / 11.248
Energy relative to the best compared isomer or geometry (same formula, charge and spin), eV: 2.358
HOMO (alpha / beta), eV: 1.557 / -6.822
2S+1: 2
LUMO level (alpha / beta), eV: 4.4178 / 4.4257
Charge: -1

***

No. 2
A cluster of 2 separate species, C4H12 in total, computed with ωB97M-V with the def2-TZVPD basis set.

```
16
Properties=species:S:1:pos:R:3:nbo_charge:R:1
C 0.459 -2.240 0.649 -0.609
C 1.697 -2.499 -0.182 -0.604
H -0.267 -1.597 0.100 0.201
H 0.015 -3.080 1.160 0.208
H 0.764 -1.456 1.363 0.198
H 2.442 -3.026 0.393 0.203
H 1.483 -3.214 -1.002 0.197
H 2.022 -1.531 -0.560 0.206
C -1.114 2.005 -0.939 -0.607
C -1.043 2.727 0.431 -0.609
H -1.184 2.753 -1.737 0.202
H -0.322 1.267 -1.101 0.204
H -2.023 1.375 -0.985 0.202
H -0.215 3.409 0.532 0.202
H -1.958 3.180 0.768 0.207
H -0.756 1.926 1.110 0.199
```

Calculated values
HOMO-LUMO gap, eV: 12.384
Energy relative to the best compared isomer or geometry (same formula, charge and spin), eV: 0.429
Structure (SMILES): CC.CC
HOMO, eV: -11.350
LUMO level, eV: 1.0339
Charge: 0

***

No. 3
A cluster of 2 separate species, C4H12 in total, computed with ωB97M-V with the def2-TZVPD basis set.

```
16
Properties=species:S:1:pos:R:3:nbo_charge:R:1
C -1.672 -0.337 0.759 -0.609
C -2.830 -0.345 1.763 -0.608
H -1.098 0.582 0.731 0.205
H -1.001 -1.171 0.966 0.202
H -2.052 -0.477 -0.257 0.202
H -3.069 -1.367 2.039 0.204
H -2.550 0.144 2.695 0.201
H -3.716 0.188 1.417 0.204
C 1.526 0.533 -1.097 -0.607
C 2.981 0.186 -1.435 -0.605
H 0.810 0.081 -1.783 0.202
H 1.260 0.142 -0.110 0.203
H 1.364 1.610 -1.156 0.202
H 3.318 0.716 -2.326 0.202
H 3.075 -0.898 -1.596 0.201
H 3.653 0.414 -0.611 0.202
```

Calculated values
HOMO-LUMO gap, eV: 12.873
Energy relative to the best compared isomer or geometry (same formula, charge and spin), eV: 0.100
Structure (SMILES): CC.CC
HOMO, eV: -11.719
LUMO level, eV: 1.1537
Charge: 0

***

No. 4
A cluster of 2 separate species, C4H12 in total, computed with ωB97M-V with the def2-TZVPD basis set.

```
16
Properties=species:S:1:pos:R:3:nbo_charge:R:1
C -0.038 1.771 0.899 -0.603
C -1.144 2.360 1.776 -0.601
H 0.387 0.913 1.409 0.200
H -0.471 1.439 -0.044 0.202
H 0.758 2.493 0.752 0.203
H -1.971 1.664 1.895 0.200
H -0.775 2.610 2.777 0.200
H -1.546 3.275 1.341 0.199
C 0.657 -1.369 -1.014 -0.608
C 0.546 -2.733 -1.687 -0.608
H 1.427 -1.404 -0.247 0.204
H 0.861 -0.601 -1.754 0.205
H -0.263 -1.069 -0.514 0.202
H 0.052 -2.703 -2.651 0.202
H -0.009 -3.471 -1.094 0.201
H 1.528 -3.174 -1.845 0.202
```

Calculated values
HOMO-LUMO gap, eV: 12.938
Energy relative to the best compared isomer or geometry (same formula, charge and spin), eV: 0.075
Structure (SMILES): CC.CC
HOMO, eV: -11.790
LUMO level, eV: 1.1476
Charge: 0